# 1
56
Properties=species:S:1:pos:R:3:mulliken_charge:R:1 method="wB97M-V/def2-TZVPD" smiles="NC(N)=O.NC(N)=O.NC(N)=O.NC(N)=O.NC(N)=O.NC(N)=O.NC(N)=O" homo_ev=-9.12 energy_ha=-1577.04929 homo_lumo_gap_ev=9.65 e_above_lowest_kj_mol=145.5
C -2.793 0.309 -4.618 0.576
O -1.695 -0.132 -4.338 -0.663
N -3.898 -0.547 -4.664 -0.566
N -3.088 1.610 -4.948 -0.365
H -3.576 -1.449 -4.359 0.253
H -4.345 -0.677 -5.562 0.266
H -2.462 2.399 -4.892 0.226
H -3.984 1.760 -5.363 0.194
C -2.263 2.360 3.126 0.539
O -2.305 1.621 2.104 -0.723
N -2.387 3.747 3.091 -0.434
N -1.892 1.901 4.340 -0.284
H -2.671 4.118 2.237 0.226
H -2.542 4.268 3.932 0.179
H -1.824 0.909 4.549 0.311
H -1.841 2.422 5.162 0.149
C -1.409 -3.434 -2.125 0.421
O -2.349 -3.681 -2.835 -0.594
N -0.616 -2.301 -2.316 -0.267
N -1.216 -4.160 -0.885 -0.388
H -0.104 -1.948 -1.546 0.248
H -0.933 -1.601 -2.998 0.224
H -1.888 -4.920 -0.782 0.219
H -0.258 -4.279 -0.593 0.214
C -1.405 -1.659 3.148 0.513
O -1.419 -0.935 4.158 -0.718
N -1.380 -1.346 1.796 -0.120
N -1.244 -2.988 3.408 -0.458
H -1.229 -2.079 1.144 0.160
H -1.809 -0.483 1.496 0.176
H -1.160 -3.134 4.401 0.228
H -0.869 -3.754 2.849 0.187
C 2.932 -2.846 -0.591 0.466
O 3.446 -3.933 -0.709 -0.727
N 2.473 -2.439 0.564 -0.260
N 3.003 -1.956 -1.543 -0.280
H 2.242 -1.484 0.773 0.152
H 2.740 -3.097 1.290 0.198
H 3.529 -2.145 -2.386 0.174
H 2.392 -1.143 -1.519 0.284
C 4.600 3.485 0.359 0.574
O 3.699 3.500 1.219 -0.615
N 5.580 4.480 0.332 -0.425
N 4.722 2.537 -0.635 -0.410
H 6.416 4.423 -0.227 0.185
H 5.431 5.171 1.037 0.229
H 3.894 1.913 -0.679 0.213
H 5.123 2.674 -1.541 0.247
C 0.392 0.883 0.468 0.318
O 1.176 0.149 -0.209 -0.582
N -0.891 1.325 -0.049 -0.386
N 0.842 1.326 1.723 -0.175
H -1.389 0.759 -0.746 0.235
H -1.568 1.671 0.585 0.321
H 1.834 1.073 1.957 0.202
H 0.236 1.758 2.407 0.136

---

# 2
50
Properties=species:S:1:pos:R:3:mulliken_charge:R:1 method="wB97M-V/def2-TZVPD" homo_ev="-11.33 / -11.33" charge=+1 multiplicity=2 energy_ha=-1247.91998 homo_lumo_gap_ev="8.26 / 2.57"
C 1.276 -3.512 1.687 -0.472
O 1.618 -4.441 0.665 -0.481
H 1.176 -2.467 1.397 0.081
H 0.393 -3.664 2.308 0.243
H 2.132 -3.463 2.360 0.344
H 0.810 -4.686 0.209 0.274
C 0.800 2.655 -2.827 -0.310
O 1.112 3.650 -3.781 -0.531
H 0.403 1.802 -3.377 0.299
H 1.695 2.321 -2.302 0.156
H 0.098 3.060 -2.099 0.102
H 0.276 4.098 -3.930 0.310
C -2.260 -2.407 -1.859 -0.734
O -1.538 -2.141 -3.009 -0.490
H -3.317 -2.336 -2.113 0.385
H -2.089 -3.397 -1.435 0.266
H -2.176 -1.660 -1.071 0.317
H -1.905 -1.377 -3.460 0.247
C 2.174 -2.163 -2.600 0.628
O 3.366 -2.163 -2.468 -0.668
N 1.326 -1.273 -2.165 -0.289
N 1.483 -3.133 -3.163 -0.350
H 0.344 -1.437 -2.331 0.211
H 1.682 -0.372 -1.876 -0.047
H 2.018 -3.920 -3.500 0.200
H 0.484 -3.195 -3.295 0.144
C -2.207 -0.983 3.641 0.644
O -1.703 -1.288 2.634 -0.711
N -2.026 -1.432 4.862 -0.427
N -3.184 -0.073 3.753 -0.514
H -1.516 -2.302 4.919 0.245
H -2.530 -0.998 5.623 0.171
H -3.527 0.186 2.839 0.243
H -3.802 -0.149 4.548 0.191
C 0.262 0.644 0.833 0.563
O 0.906 1.395 0.168 -0.881
N -0.272 1.089 1.909 -0.254
N -0.179 -0.595 0.516 -0.015
H -0.112 2.082 2.001 0.085
H -1.032 0.609 2.369 0.134
H 0.012 -0.960 -0.406 0.113
H -0.711 -1.071 1.231 0.430
C 0.727 4.915 0.266 0.878
O -0.471 4.793 0.455 -0.232
N 1.515 3.924 0.147 -0.127
N 1.391 5.977 0.394 -0.307
H 2.479 4.225 0.123 0.181
H 1.257 2.960 -0.008 0.293
H 0.966 6.848 0.678 0.275
H 2.378 5.826 0.541 0.188

---

# 3
71
Properties=species:S:1:pos:R:3:mulliken_charge:R:1 method="wB97M-V/def2-TZVPD" homo_ev="-10.26 / -10.26" charge=+1 multiplicity=9 energy_ha=-5718.18115 homo_lumo_gap_ev="5.72 / 2.17"
Cr -1.482 1.706 -1.734 -0.352
Co 0.149 -0.431 1.770 0.738
Cl 0.387 3.620 -4.337 1.649
O 1.359 4.293 -3.592 -0.392
O 0.977 3.338 -5.591 -0.406
O 0.062 2.469 -3.546 -0.501
O -0.736 4.457 -4.464 -0.386
Cl -5.026 0.537 -0.669 1.822
O -5.156 -0.622 0.102 -0.685
O -5.622 1.633 0.013 -0.709
O -3.658 0.875 -0.826 -0.626
O -5.711 0.449 -1.931 -0.700
B -0.259 0.570 -0.035 1.099
H 0.297 1.047 0.756 0.028
H 0.151 0.987 -0.942 0.126
H -0.058 -0.489 0.020 -0.136
H -1.321 0.759 -0.048 -0.083
B -1.785 3.799 -1.046 1.660
H -2.492 3.950 -0.246 -0.304
H -0.959 3.166 -0.759 -0.226
H -2.290 3.362 -1.893 -0.135
H -1.389 4.757 -1.346 -0.222
C 3.054 2.773 3.187 -0.711
N 1.831 1.988 3.597 0.631
O 1.415 2.182 4.730 -0.480
O 1.309 1.210 2.790 -0.229
H 3.452 2.455 2.223 0.244
H 3.646 2.521 4.067 0.335
H 2.862 3.844 3.133 0.280
C 1.444 -5.190 1.105 -0.913
N 0.635 -4.055 0.526 0.664
O -0.297 -4.383 -0.235 -0.457
O 0.884 -2.920 0.947 -0.252
H 0.752 -5.964 1.436 0.340
H 1.797 -4.839 2.074 0.349
H 2.138 -5.511 0.328 0.315
C 3.292 1.018 -2.872 -0.428
N 3.217 -0.421 -3.062 0.967
O 2.358 -0.935 -3.761 -0.547
O 3.981 -1.148 -2.400 -0.573
H 4.013 1.337 -3.625 0.349
H 3.681 1.195 -1.869 0.249
H 2.272 1.395 -2.944 -0.064
C 4.135 -2.080 0.712 -0.645
N 3.542 -0.818 1.235 0.522
O 4.370 -0.053 1.748 -0.479
O 2.305 -0.736 1.341 -0.191
H 5.191 -1.964 0.470 0.315
H 3.609 -2.200 -0.235 0.193
H 3.851 -2.918 1.349 0.228
C -3.252 -3.418 1.438 -0.932
N -2.440 -2.373 0.724 0.833
O -1.637 -1.745 1.449 -0.601
O -2.659 -2.096 -0.445 -0.425
H -4.059 -3.687 0.758 0.349
H -3.696 -2.978 2.331 0.334
H -2.543 -4.167 1.791 0.287
C -2.373 2.243 4.507 -0.878
N -2.145 1.758 3.070 0.863
O -2.535 2.392 2.134 -0.508
O -1.508 0.743 2.948 -0.526
H -3.252 1.693 4.843 0.315
H -2.531 3.322 4.506 0.305
H -1.480 1.973 5.071 0.329
C -0.154 -2.402 -2.713 -0.661
N -1.089 -1.387 -3.336 0.741
O -1.705 -1.748 -4.336 -0.476
O -1.234 -0.307 -2.774 -0.295
H 0.176 -1.985 -1.762 -0.142
H 0.727 -2.576 -3.330 0.443
H -0.786 -3.271 -2.525 0.375

---

# 4
43
Properties=species:S:1:pos:R:3:mulliken_charge:R:1 method="wB97M-V/def2-TZVPD" smiles=CCCCCN(C)C.O.O.O.O.O.O homo_ev=-9.06 energy_ha=-790.23367 homo_lumo_gap_ev=9.10 e_above_lowest_kj_mol=44.4
C 0.171 1.903 1.356 -0.040
C 0.916 2.747 0.329 -1.143
C 0.926 2.198 -1.119 0.289
C -0.352 2.627 -1.814 -1.376
C 0.940 0.574 1.548 -0.944
N 0.496 -0.305 2.661 -0.013
C 0.706 0.402 3.976 -0.990
C -0.936 -0.572 2.470 -0.806
H 0.057 2.447 2.287 0.535
H -0.785 1.605 0.923 0.139
H 1.920 2.944 0.736 0.443
H 0.528 3.764 0.268 0.514
H 1.019 1.114 -0.986 0.308
H 1.804 2.392 -1.718 -0.266
H -0.211 2.593 -2.897 0.398
H -1.231 1.997 -1.681 0.170
H -0.760 3.613 -1.580 0.375
H 1.958 0.884 1.780 0.449
H 0.875 -0.067 0.677 0.072
H -0.193 0.418 4.575 0.381
H 1.188 1.357 3.799 0.327
H 1.361 -0.260 4.548 0.315
H -1.701 0.154 2.177 0.368
H -1.400 -0.970 3.379 0.485
H -0.969 -1.462 1.829 -0.076
H 3.889 1.452 -2.619 0.341
H 3.461 2.248 -1.432 0.425
O 4.252 1.827 -1.807 -0.653
H -1.939 -0.076 -3.828 0.300
H -1.543 -0.439 -2.362 0.306
O -1.187 -0.127 -3.228 -0.624
H -3.864 -2.795 -0.189 0.292
H -3.761 -3.383 1.194 0.265
O -3.337 -2.738 0.618 -0.593
H -0.467 -2.163 -2.922 0.345
H 0.193 -3.492 -2.437 0.311
O -0.182 -3.041 -3.194 -0.664
H -2.595 -1.018 -0.166 0.333
H -1.182 -0.422 -0.135 0.310
O -1.985 -0.454 -0.666 -0.611
H 0.011 -3.803 1.083 0.289
H 0.729 -2.558 0.610 0.339
O 0.452 -3.432 0.311 -0.625

---

# 5
24
Properties=species:S:1:pos:R:3:mulliken_charge:R:1 method="wB97M-V/def2-TZVPD" homo_ev=-6.52 charge=-1 energy_ha=-1784.21518 homo_lumo_gap_ev=7.28
Pt -0.099 -0.685 -0.363 0.872
O -3.328 -1.786 1.627 -0.646
Cl -2.243 -1.261 0.913 1.933
O -2.465 -1.342 -0.497 -0.610
O -1.975 0.083 1.276 -0.586
O -1.054 -2.046 1.196 -0.699
O 3.889 -0.505 -1.566 -0.659
C 2.677 -0.406 -1.589 0.782
O 1.951 -0.356 -0.528 -0.661
C 2.001 -0.315 -2.953 0.079
C 2.790 -0.603 -4.042 -0.506
C 2.263 -0.613 -5.336 -0.236
C 0.919 -0.312 -5.539 -0.463
C 0.132 0.042 -4.468 -0.225
C 0.629 0.074 -3.118 0.968
O -0.134 0.443 -2.171 -0.956
N -1.247 0.379 -4.697 0.927
O -1.774 1.193 -3.978 -0.557
O -1.798 -0.180 -5.628 -0.617
N 3.098 -0.943 -6.442 1.033
O 2.593 -0.981 -7.551 -0.655
O 4.275 -1.171 -6.228 -0.640
H 3.835 -0.834 -3.884 0.574
H 0.496 -0.340 -6.534 0.548

---

# 6
50
Properties=species:S:1:pos:R:3:mulliken_charge:R:1 method="wB97M-V/def2-TZVPD" smiles="CCC/C=C/C=C/O.O.O.O.O.O.O.O.O.O.O" homo_ev=-8.03 energy_ha=-1113.49225 homo_lumo_gap_ev=8.01 e_above_lowest_kj_mol=236.1
C -1.494 -3.384 0.182 -1.110
C -1.277 -2.773 1.541 -0.223
C -1.640 -1.224 1.467 -1.428
C -0.549 -0.467 0.822 0.459
C -0.608 -0.057 -0.450 -0.417
C 0.554 0.619 -1.022 0.244
C 0.349 1.212 -2.202 -0.926
O 1.320 1.890 -2.897 -0.592
H -2.517 -3.758 0.078 0.346
H -0.976 -4.322 -0.044 0.395
H -1.328 -2.675 -0.624 0.059
H -0.209 -2.711 1.776 0.273
H -1.828 -3.135 2.405 0.485
H -1.743 -0.953 2.529 0.518
H -2.680 -1.111 1.173 -0.274
H 0.357 -0.291 1.392 0.253
H -1.440 -0.286 -1.097 0.850
H 1.521 0.583 -0.566 0.435
H -0.543 1.064 -2.791 0.426
H 2.160 1.442 -2.682 0.571
H -2.189 2.144 0.835 0.370
H -1.072 3.063 0.270 0.311
O -1.666 2.937 1.015 -0.703
H -0.360 -2.000 -3.104 0.281
H 0.084 -0.862 -4.102 0.302
O -0.658 -1.297 -3.684 -0.581
H 2.861 -0.252 2.913 0.325
H 3.580 -1.523 2.574 0.289
O 2.698 -1.200 2.803 -0.678
H 0.165 -1.286 3.213 0.249
H 1.280 -1.015 4.415 0.287
O 0.400 -0.930 4.063 -0.632
H -4.028 1.040 -0.477 0.309
H -4.174 -0.078 0.507 0.333
O -4.179 0.883 0.466 -0.666
H 2.248 -1.514 0.546 0.261
H 2.182 -2.295 -0.827 0.281
O 2.544 -1.535 -0.369 -0.554
H 0.495 1.976 3.399 0.273
H -0.168 1.762 2.112 0.326
O 0.715 1.973 2.458 -0.645
H -2.407 0.028 -3.525 0.259
H -3.353 -1.022 -3.011 0.305
O -3.063 -0.121 -2.839 -0.604
H 1.629 3.023 -0.694 0.333
H 1.699 2.755 0.798 0.340
O 2.224 2.685 -0.015 -0.655
H 3.570 1.330 -1.201 0.323
H 3.577 -0.143 -1.455 0.360
O 3.661 0.697 -1.934 -0.741

---

# 7
55
Properties=species:S:1:pos:R:3:mulliken_charge:R:1 method="wB97M-V/def2-TZVPD" homo_ev=-12.11 charge=+1 energy_ha=-1170.43809 homo_lumo_gap_ev=9.77 e_above_lowest_kj_mol=256.7
C 0.034 0.409 0.003 -1.192
C 0.600 -0.998 -0.152 1.139
C 1.791 -0.956 -1.115 -1.068
C 3.122 -0.942 -0.370 0.385
C 3.660 -2.104 -0.037 -1.018
C 3.902 1.122 0.762 -0.565
C 3.810 0.370 -0.322 -0.388
N -0.528 -1.776 -0.770 0.112
H -0.589 0.853 -0.754 0.542
H -0.466 0.436 0.974 -0.100
H 0.793 1.175 0.170 0.506
H 0.834 -1.404 0.822 -0.020
H 1.826 -1.896 -1.681 0.585
H 1.737 -0.152 -1.845 0.300
H 4.542 -2.186 0.594 0.305
H 3.281 -3.101 -0.237 0.286
H 4.363 2.027 1.052 0.344
H 3.373 0.714 1.631 0.039
H 4.305 0.681 -1.238 0.350
H -0.494 -2.794 -0.676 0.459
H -0.601 -1.642 -1.781 0.153
H -1.412 -1.502 -0.314 0.106
H 1.152 -1.942 3.310 0.321
H 0.904 -3.503 3.342 0.270
O 1.046 -2.744 2.779 -0.621
H -2.737 0.490 0.766 0.265
H -3.781 -0.564 1.065 0.266
O -3.084 -0.349 0.437 -0.594
H -2.231 3.574 -3.078 0.300
H -1.122 2.575 -2.559 0.299
O -1.936 3.055 -2.332 -0.648
H -0.078 -1.451 -4.535 0.271
H -1.533 -1.771 -4.384 0.243
O -0.776 -1.472 -3.869 -0.559
H 1.433 0.038 2.886 0.323
H 0.108 0.452 3.622 0.199
O 0.479 -0.094 2.922 -0.561
H -1.925 1.783 3.693 0.281
H -3.204 0.922 3.605 0.261
O -2.315 1.019 3.260 -0.545
H 0.283 0.707 -3.810 0.238
H -1.095 0.622 -3.161 0.404
O -0.451 1.249 -3.521 -0.722
H -2.806 -3.411 2.498 0.292
H -1.443 -2.746 2.416 0.317
O -2.176 -3.050 1.867 -0.605
H -0.988 4.445 2.609 0.278
H 0.008 3.543 2.030 0.306
O -0.904 3.524 2.327 -0.570
H -3.290 0.124 -1.570 0.312
H -3.393 -1.283 -2.019 0.268
O -2.859 -0.502 -2.162 -0.550
H -0.320 2.988 -0.998 0.345
H 0.570 4.146 -1.296 0.322
O 0.582 3.290 -0.857 -0.665

---

# 8
66
Properties=species:S:1:pos:R:3:mulliken_charge:R:1 method="wB97M-V/def2-TZVPD" homo_ev=-10.94 energy_ha=-1869.46381 homo_lumo_gap_ev=10.51
C 0.576 1.521 3.341 -0.958
C 0.993 1.061 1.854 0.637
O 1.523 1.879 1.074 -0.584
O 0.695 -0.312 1.495 -0.165
C 1.903 -0.938 1.013 -0.291
O 2.665 -1.600 1.790 -0.458
C 2.269 -0.724 -0.539 -0.173
C 1.593 -1.854 -1.466 -0.028
C 2.328 -2.196 -2.872 -0.286
O 1.201 -2.908 -3.488 -0.229
C -0.023 -2.380 -2.931 0.513
O -1.186 -2.769 -3.079 -0.541
O 0.376 -1.277 -2.077 -0.401
H 0.508 2.668 3.393 0.254
H 1.360 1.114 4.069 0.378
H -0.462 1.061 3.522 0.247
H 3.398 -0.617 -0.715 0.505
H 1.813 0.279 -0.865 0.295
H 1.133 -2.771 -0.934 0.426
H 3.317 -2.741 -2.744 0.232
H 2.359 -1.166 -3.377 0.419
O -1.897 2.428 2.727 -0.510
H -1.914 3.044 1.979 0.257
H -2.822 2.168 2.838 0.339
O -2.789 0.163 1.412 -0.601
H -1.901 0.223 1.788 0.359
H -2.651 -0.250 0.550 0.249
O -1.199 4.878 1.296 -0.684
H -1.745 5.541 0.853 0.319
H -0.419 4.800 0.731 0.318
O 1.159 -5.621 -5.576 -0.621
H 0.502 -5.858 -4.911 0.318
H 1.149 -4.656 -5.578 0.288
O -0.949 8.055 2.338 -0.637
H -0.685 7.148 2.135 0.338
H -1.450 7.975 3.158 0.318
O -3.331 3.730 5.132 -0.631
H -3.037 3.385 4.278 0.348
H -3.051 4.652 5.121 0.285
O 3.908 0.925 -2.959 -0.568
H 3.355 1.583 -3.399 0.292
H 4.682 0.849 -3.530 0.278
O 4.513 1.008 1.399 -0.640
H 3.954 0.228 1.510 0.360
H 3.891 1.746 1.419 0.343
O 2.005 -2.134 -6.504 -0.694
H 2.072 -2.933 -7.043 0.339
H 2.002 -2.464 -5.594 0.301
O 0.317 0.565 5.945 -0.603
H 0.581 -0.342 5.742 0.317
H -0.184 0.483 6.767 0.277
O -0.080 -3.185 2.501 -0.628
H -0.878 -3.396 2.001 0.301
H 0.200 -2.330 2.147 0.369
O -5.326 -0.864 2.923 -0.649
H -5.149 -1.667 3.428 0.312
H -4.532 -0.747 2.382 0.353
O 4.748 -1.562 -5.580 -0.627
H 3.942 -1.771 -6.076 0.369
H 5.032 -0.714 -5.941 0.299
O -4.177 -3.183 -2.979 -0.623
H -3.287 -3.113 -2.609 0.381
H -4.041 -3.602 -3.837 0.294
O -6.305 0.205 0.263 -0.650
H -6.232 -0.588 -0.281 0.307
H -6.320 -0.133 1.170 0.346